Record 1
A molecular structure, C8H16N2O3RuSbSe4, computed with ωB97M-V with the def2-TZVPD basis set.

The largest force on an atom comes out at 0.0087 Eh/bohr. Its expectation value of S² is 8.775. As for the total charge: 0. Its orbital gap (spin up / spin down) is 6.98 / 5.76 eV. For the LUMO energy (spin up / spin down), the calculation gives -0.23 / -1.42 eV. The spin multiplicity is 6. The total energy is -288182.69992 eV.

Structure (XYZ):
```
35
Properties=species:S:1:pos:R:3:forces:R:3
Ru 0.34652 -1.38515 1.30265 -0.01 -0.31 0.13
C 3.60593 1.63553 -1.95688 0.03 -0.03 0.01
N 3.42595 0.53543 -1.01992 -0.15 -0.02 0.15
C 4.53413 -0.40347 -0.88618 0.01 0.01 -0.06
C 2.34770 0.41359 -0.24068 0.09 -0.04 -0.15
O 2.23471 -0.52387 0.56564 0.11 0.16 -0.12
C 1.25094 1.46334 -0.38363 0.12 -0.01 0.07
O 0.39648 1.35880 0.72379 -0.10 0.18 0.11
C -0.97439 1.56403 0.46075 0.04 -0.06 -0.17
C -1.54704 0.28772 -0.16289 -0.17 0.31 0.12
O -0.72120 -0.56358 -0.54631 0.10 -0.39 -0.19
N -2.84857 0.13463 -0.31609 -0.05 0.06 0.02
C -3.84352 1.02201 0.27289 0.06 -0.08 -0.01
C -3.36429 -1.11663 -0.87157 0.00 0.01 -0.08
H 4.23878 1.28455 -2.76921 -0.01 0.02 -0.01
H 4.09072 2.49381 -1.48674 0.01 -0.01 0.02
H 2.65983 1.95176 -2.38758 0.00 -0.02 -0.01
H 4.81289 -0.76586 -1.87504 0.02 -0.01 0.01
H 4.23223 -1.23897 -0.26579 -0.03 0.00 0.01
H 5.39429 0.08885 -0.42962 0.00 0.01 -0.01
H 0.73153 1.28161 -1.32964 0.01 0.01 0.02
H 1.70128 2.46067 -0.40795 -0.03 0.01 -0.01
H -1.12415 2.40546 -0.22527 -0.04 0.03 0.04
H -1.45020 1.79033 1.41095 0.04 -0.03 0.05
H -3.41293 1.97739 0.55371 0.03 0.02 0.00
H -4.27651 0.54762 1.15498 -0.01 0.01 0.02
H -4.63256 1.20373 -0.45547 0.00 0.00 0.00
H -2.61881 -1.55769 -1.52543 0.01 0.01 0.01
H -4.26463 -0.88640 -1.43881 -0.02 -0.03 0.00
H -3.59347 -1.81731 -0.06552 -0.01 0.02 -0.02
Se -0.92924 -4.40121 5.01983 0.00 0.04 -0.01
Sb -1.67260 -3.29269 3.06434 -0.06 -0.07 0.16
Se -0.94111 -0.76799 3.24219 -0.08 -0.03 -0.05
Se 0.05841 -3.77419 1.17916 0.08 0.17 -0.11
Se -3.84707 -3.40582 2.09533 0.00 0.06 0.06
```
Forces are in eV/Å.

Charges per atom according to Löwdin partitioning, unit e:
1 Ru 0.70
2 C -0.03
3 N -0.13
4 C -0.01
5 C -0.38
6 O -0.10
7 C -0.13
8 O -0.17
9 C -0.14
10 C -0.46
11 O -0.11
12 N -0.11
13 C -0.01
14 C -0.02
15 H 0.10
16 H 0.10
17 H 0.09
18 H 0.10
19 H 0.09
20 H 0.10
21 H 0.14
22 H 0.14
23 H 0.15
24 H 0.11
25 H 0.08
26 H 0.11
27 H 0.10
28 H 0.09
29 H 0.09
30 H -0.01
31 Se -0.14
32 Sb -0.29
33 Se 0.04
34 Se 0.02
35 Se -0.11


Record 2
A single C6H13N molecule in a non-equilibrium geometry, computed with ωB97M-V with the def2-TZVPD basis set.

The largest force on an atom comes out at 0.1248 Eh/bohr. As for the energy above the lowest of the compared OMol25 structures with the same formula, charge and spin: 47.9 kcal/mol. As for the total charge: 0. Its orbital gap is 9.38 eV. For the LUMO energy, the calculation gives 0.86 eV. The spin multiplicity is 1. As for the SMILES: [H]/N=C(\C)CC(C)C. The total energy is -7920.75666 eV.

Structure (XYZ):
```
20
Properties=species:S:1:pos:R:3:forces:R:3
C -0.22630 -0.68100 -0.74730 -3.44 0.76 -5.36
C 1.01255 -1.39258 -1.23324 0.51 0.09 0.49
C -1.12695 -1.40423 0.22850 0.44 0.24 0.53
C -0.30423 0.91812 -0.89580 2.59 -0.32 4.13
C -0.31084 1.49177 1.62889 -0.16 -0.94 0.19
C 0.46399 1.06765 0.40028 1.86 4.36 -0.72
N 1.76396 1.21708 0.34630 -1.70 -0.89 0.12
H 2.14492 1.36522 1.28476 -0.12 -0.17 -0.07
H 0.87871 -2.47938 -1.23025 -0.23 0.13 0.02
H 1.28831 -1.10903 -2.25399 -0.03 0.13 0.24
H 1.85850 -1.18213 -0.57053 0.08 0.03 -0.14
H -1.45425 -2.37051 -0.17179 0.14 0.20 0.00
H -0.57254 -1.60050 1.15211 -0.19 -0.06 0.14
H -2.01457 -0.81889 0.48051 0.06 -0.06 -0.03
H 0.28214 1.30986 -1.73074 -0.29 -0.38 0.04
H -1.32587 1.29436 -0.81032 0.17 -0.24 -0.23
H -0.87154 -0.44826 -1.69127 0.32 -2.91 0.58
H -0.25661 2.57878 1.72708 0.04 -0.11 -0.13
H -1.36410 1.20787 1.57059 0.08 0.01 0.12
H 0.13471 1.03580 2.51621 -0.13 0.12 0.09
```
Forces are in eV/Å.

Charges per atom according to Löwdin partitioning, unit e:
1 C -0.43
2 C -0.08
3 C -0.08
4 C -0.11
5 C -0.05
6 C -0.46
7 N 0.11
8 H 0.04
9 H 0.08
10 H 0.08
11 H 0.06
12 H 0.08
13 H 0.08
14 H 0.07
15 H 0.12
16 H 0.12
17 H 0.14
18 H 0.09
19 H 0.07
20 H 0.08


Record 3
A molecular structure, C26H29FN4O13S3 in a non-equilibrium geometry, computed with ωB97M-V with the def2-TZVPD basis set.

The largest force on an atom comes out at 0.1526 Eh/bohr. As for the energy above the lowest of the compared OMol25 structures with the same formula, charge and spin: 109.0 kcal/mol. As for the total charge: 0. Its orbital gap is 7.91 eV. For the LUMO energy, the calculation gives -1.45 eV. The spin multiplicity is 1. The total energy is -95219.25176 eV.

Structure (XYZ):
```
76
Properties=species:S:1:pos:R:3:forces:R:3
N -0.27179 -5.20105 4.35417 -0.03 0.99 -0.24
C -0.07697 -3.83261 3.85535 0.77 3.11 1.60
O 0.25031 -2.91470 4.63850 -0.70 -2.59 -2.21
C -0.20930 -3.43012 2.30128 -0.09 -1.20 0.65
C 1.29873 -3.41256 1.74152 -1.40 0.20 1.37
C 1.46111 -2.72576 0.30776 0.98 -0.55 1.57
S -0.02604 -2.48050 -0.77724 -1.59 -1.58 -7.30
O 0.45503 -1.83066 -2.05005 -0.85 -0.67 4.56
O -0.68467 -3.76790 -1.12590 1.27 3.02 2.67
F -1.16062 -1.45004 -0.13125 2.06 -1.53 -0.13
O 2.22279 -3.76150 -0.42540 1.77 1.58 1.09
S 3.79812 -3.46517 0.16132 7.54 -1.22 -1.80
O 4.85397 -3.20217 -0.88739 -4.39 -0.26 1.58
O 4.37696 -4.53911 1.01559 -3.55 2.75 -0.74
O 3.63811 -1.90615 0.84066 -1.72 -2.17 -0.09
C 2.43239 -1.45953 0.15907 -0.98 0.15 -2.04
C 1.87167 0.00770 0.40319 1.18 0.50 -0.26
C 2.32629 0.98102 -0.80497 -0.17 0.82 -0.57
C 1.08990 1.45592 -1.71625 0.00 -0.21 0.13
S 1.47930 3.12109 -2.50123 -0.10 -0.51 -0.22
H 0.46100 -5.37001 5.06635 -0.48 0.34 -0.53
H -1.14318 -5.15763 4.91139 0.42 -0.21 -0.54
H -0.84112 -4.25271 1.82591 0.94 1.24 0.21
H -0.71055 -2.41139 2.17668 0.69 -1.45 0.55
H 1.64095 -4.50557 1.73926 -0.34 1.70 -0.50
H 1.92547 -2.88033 2.54195 -0.79 -0.44 -1.45
H 2.75785 -1.53312 -0.94133 -0.98 0.43 1.31
H 0.74024 0.07409 0.45025 1.39 -0.49 0.24
H 2.33338 0.42447 1.34990 -0.78 -0.64 -0.91
H 3.08990 0.49487 -1.49947 -0.91 0.58 1.09
H 2.80002 1.94338 -0.40113 -0.55 -1.51 -0.33
H 0.90461 0.70981 -2.54547 -0.08 0.84 1.21
H 0.18710 1.64230 -1.05243 0.97 -0.55 -0.96
H 0.78762 3.11418 -3.69857 0.36 -0.47 1.01
C 8.69389 -3.80585 -2.30029 0.06 0.05 0.00
C 7.95694 -2.81857 -1.65381 0.14 -0.03 -0.06
C 8.54358 -1.59305 -1.35996 -0.04 0.03 0.02
C 9.86873 -1.36582 -1.72262 -0.37 -0.71 -0.16
C 10.61418 -2.35180 -2.36291 0.12 -0.02 -0.06
C 10.02081 -3.57548 -2.65058 -0.18 0.14 0.11
N 10.48280 -0.06740 -1.43736 0.21 0.44 0.11
O 9.80604 0.76684 -0.85821 0.20 -0.30 -0.19
O 11.63489 0.10856 -1.79813 -0.36 -0.09 0.11
H 8.23127 -4.75961 -2.53326 0.04 0.10 0.04
H 6.92349 -3.00346 -1.38151 0.22 0.07 -0.03
H 7.95984 -0.83163 -0.85621 0.23 0.03 -0.08
H 11.64727 -2.18281 -2.64336 -0.15 0.18 0.11
H 10.59140 -4.34956 -3.15169 -0.01 0.11 0.05
C -6.49906 -2.04002 -0.42696 0.01 0.03 0.02
C -7.22332 -1.04898 0.22837 0.23 -0.01 -0.08
C -6.62328 0.16820 0.52892 -0.09 0.07 0.05
C -5.29688 0.38315 0.16361 -0.39 -0.70 -0.16
C -4.56419 -0.60633 -0.48544 0.14 -0.03 -0.06
C -5.17085 -1.82159 -0.77962 -0.16 0.13 0.11
N -4.66742 1.67200 0.45521 0.24 0.31 0.07
O -5.33310 2.51096 1.04229 0.21 -0.42 -0.14
O -3.51484 1.83773 0.09226 -0.37 -0.04 0.14
H -6.97245 -2.98715 -0.66496 0.05 0.10 0.03
H -8.25760 -1.22485 0.50229 0.11 0.06 -0.01
H -7.19739 0.93245 1.03954 0.22 0.03 -0.08
H -3.53018 -0.44728 -0.76829 -0.15 0.17 0.09
H -4.60982 -2.59825 -1.28758 -0.01 0.11 0.05
C -5.47593 6.46155 -0.54506 -0.08 0.06 0.03
C -5.91903 5.55574 0.41379 0.02 0.18 -0.11
C -7.00347 5.87422 1.22291 -0.02 -0.06 0.03
C -7.63985 7.10206 1.05963 0.64 -0.21 -0.47
C -7.19722 8.01620 0.10748 -0.03 0.12 -0.06
C -6.11025 7.69101 -0.69564 -0.04 -0.20 0.14
N -8.79830 7.43121 1.89276 -0.39 0.12 0.30
O -9.14736 6.61451 2.72971 0.14 0.25 -0.28
O -9.35154 8.50145 1.70053 0.20 -0.33 0.05
H -4.63234 6.20753 -1.17903 -0.07 0.02 0.08
H -5.42021 4.59940 0.52819 -0.12 0.22 0.04
H -7.33955 5.16076 1.96617 -0.10 0.21 -0.04
H -7.68520 8.97528 -0.02107 -0.08 -0.18 0.16
H -5.75899 8.39442 -1.44246 -0.07 -0.03 0.09
```
Forces are in eV/Å.

Charges per atom according to Löwdin partitioning, unit e:
1 N 0.08
2 C -0.41
3 O 0.04
4 C -0.10
5 C -0.10
6 C -0.40
7 S 0.85
8 O -0.27
9 O -0.26
10 F -0.19
11 O -0.19
12 S 0.85
13 O -0.29
14 O -0.24
15 O -0.16
16 C -0.30
17 C -0.08
18 C -0.23
19 C -0.54
20 S 0.63
21 H 0.09
22 H 0.10
23 H 0.13
24 H 0.12
25 H 0.15
26 H 0.15
27 H 0.14
28 H 0.11
29 H 0.13
30 H 0.12
31 H 0.10
32 H 0.07
33 H 0.07
34 H -0.14
35 C -0.07
36 C -0.05
37 C 0.01
38 C -0.15
39 C -0.01
40 C -0.07
41 N -0.35
42 O 0.07
43 O 0.07
44 H 0.11
45 H 0.07
46 H 0.12
47 H 0.12
48 H 0.11
49 C -0.07
50 C -0.06
51 C 0.00
52 C -0.14
53 C 0.00
54 C -0.06
55 N -0.33
56 O 0.06
57 O 0.08
58 H 0.11
59 H 0.11
60 H 0.12
61 H 0.10
62 H 0.11
63 C -0.07
64 C -0.06
65 C 0.01
66 C -0.15
67 C -0.01
68 C -0.07
69 N -0.35
70 O 0.07
71 O 0.07
72 H 0.11
73 H 0.08
74 H 0.12
75 H 0.12
76 H 0.11